1.
DFT (wB97M-V/def2-TZVPD) results for C28H48F12O18S4Zr as an isolated structure in a non-equilibrium geometry.

Last column: Löwdin charge in e.
Cartesian coordinates (Å):
Zr: -0.519 0.829 0.507  1.9643
C: -0.587 -0.352 -3.757  -0.6293
F: 0.420 -0.299 -4.566  0.1927
F: -1.240 0.839 -3.721  0.1334
F: -1.457 -1.251 -4.183  0.1739
S: -0.012 -0.749 -1.994  0.6203
O: 0.632 0.396 -1.389  -0.3767
O: -1.102 -0.613 -1.008  -0.4201
O: 0.599 -2.030 -1.940  -0.2040
C: -3.784 3.481 -0.391  -0.6310
F: -2.992 4.142 0.413  0.1728
F: -4.957 3.334 0.217  0.1556
F: -3.947 4.122 -1.547  0.1662
S: -2.971 1.762 -0.699  0.6396
O: -1.544 2.019 -1.014  -0.4113
O: -2.664 1.097 0.536  -0.3788
O: -3.711 0.928 -1.638  -0.2301
C: 3.249 0.384 2.668  -0.5889
F: 3.470 0.444 3.961  0.1705
F: 3.391 1.625 2.154  0.1448
F: 4.134 -0.457 2.144  0.1658
S: 1.433 -0.254 2.429  0.6714
O: 1.088 -0.553 1.042  -0.3809
O: 1.127 -1.323 3.372  -0.2237
O: 0.423 0.791 2.449  -0.4165
C: 0.398 5.121 -0.073  -0.5797
F: -0.039 6.123 0.728  0.1350
F: -0.573 4.835 -0.929  0.1503
F: 1.528 5.443 -0.658  0.1839
S: 0.613 3.500 1.064  0.6614
O: 1.418 3.868 2.225  -0.2465
O: -0.670 2.876 1.339  -0.4231
O: 1.037 2.299 0.334  -0.4153
C: 5.423 0.962 -2.140  -0.1634
C: 5.009 -0.284 -2.905  -0.1447
C: 3.717 -0.731 -2.161  -0.1440
O: 3.848 -0.110 -0.828  -0.1652
C: 5.033 0.652 -0.689  -0.2143
H: 4.854 1.832 -2.468  0.0880
H: 6.498 1.137 -2.199  0.1127
H: 5.718 -1.102 -2.783  0.1096
H: 4.869 -0.011 -3.951  0.1079
H: 3.678 -1.817 -2.083  0.1072
H: 2.830 -0.352 -2.670  0.0817
H: 5.811 0.064 -0.203  0.1122
H: 4.885 1.518 -0.044  0.1136
C: 2.420 2.463 -4.270  -0.1574
C: 1.243 3.249 -4.830  -0.1546
C: 0.549 3.766 -3.575  -0.1864
O: 1.127 3.056 -2.462  -0.1842
C: 2.504 2.838 -2.788  -0.1791
H: 3.276 2.736 -4.887  0.1082
H: 2.322 1.388 -4.422  0.0905
H: 0.583 2.659 -5.466  0.1039
H: 1.585 4.049 -5.486  0.1068
H: -0.532 3.653 -3.661  0.1191
H: 0.790 4.809 -3.370  0.1107
H: 2.769 2.019 -2.121  0.0990
H: 3.134 3.713 -2.624  0.1247
C: -4.160 -4.584 -2.448  -0.1839
C: -5.097 -3.524 -1.979  -0.1784
C: -4.245 -2.325 -2.168  -0.1940
O: -2.909 -2.822 -2.028  -0.1611
C: -2.887 -4.180 -1.790  -0.2384
H: -4.099 -4.638 -3.535  0.1273
H: -4.494 -5.540 -2.045  0.1163
H: -5.267 -3.649 -0.910  0.1205
H: -6.053 -3.460 -2.498  0.1220
H: -4.391 -1.572 -1.394  0.1085
H: -4.291 -1.838 -3.142  0.1267
H: -2.800 -4.369 -0.720  0.1142
H: -2.047 -4.672 -2.280  0.1288
C: -2.325 -2.220 3.287  -0.1425
C: -1.533 -3.129 2.355  -0.1197
C: -1.574 -2.295 1.101  -0.1581
O: -1.406 -0.925 1.538  -0.2969
C: -2.091 -0.816 2.793  -0.1715
H: -1.979 -2.330 4.315  0.1184
H: -3.367 -2.530 3.209  0.1161
H: -2.017 -4.093 2.194  0.1270
H: -0.481 -3.066 2.632  0.1002
H: -2.516 -2.339 0.553  0.1264
H: -0.789 -2.612 0.414  0.1225
H: -3.053 -0.332 2.625  0.1213
H: -1.606 -0.214 3.562  0.1108
C: 3.921 -4.026 1.883  -0.1769
C: 3.630 -4.498 0.479  -0.1498
C: 2.451 -3.587 0.108  -0.1767
O: 1.836 -3.392 1.379  -0.1690
C: 2.544 -3.918 2.477  -0.2279
H: 4.289 -3.007 2.000  0.1069
H: 4.528 -4.694 2.494  0.1170
H: 3.325 -5.544 0.439  0.1134
H: 4.550 -4.435 -0.103  0.1091
H: 1.831 -3.979 -0.699  0.1150
H: 2.825 -2.611 -0.200  0.0928
H: 2.073 -4.876 2.700  0.1201
H: 2.551 -3.326 3.392  0.1093
C: -2.519 2.048 5.334  -0.1675
C: -3.893 2.308 4.817  -0.1853
C: -3.859 2.599 3.306  -0.1496
O: -2.487 2.135 3.084  -0.2247
C: -1.666 2.570 4.184  -0.1734
H: -2.362 0.995 5.571  0.1102
H: -2.319 2.660 6.212  0.1119
H: -4.281 3.194 5.320  0.1063
H: -4.631 1.524 4.980  0.1090
H: -4.089 3.641 3.081  0.1108
H: -4.630 2.036 2.780  0.1140
H: -1.573 3.655 4.139  0.1321
H: -0.699 2.068 4.207  0.1121

Kohn-Sham gap in eV: 9.67
Calculated total energy in eV: -143898.686

=====

2.
DFT (wB97M-V/def2-TZVPD) results for C28H48F6OP2W as an isolated structure in a non-equilibrium geometry.

Last column: Löwdin charge in e.
Cartesian coordinates (Å):
W: -1.467 0.466 -1.997  1.7984
C: -2.608 1.731 -0.436  -0.3071
C: -3.524 0.955 -1.247  -0.3336
C: -2.346 -0.517 0.129  -0.2299
C: -1.906 0.816 0.424  -0.2445
C: -3.327 -0.440 -0.921  -0.2954
C: -2.503 3.224 -0.434  -0.0189
H: -2.646 3.628 -1.439  0.0852
H: -1.526 3.550 -0.071  0.0750
H: -3.264 3.682 0.211  0.1101
C: -0.961 1.207 1.499  -0.0319
H: -0.282 2.000 1.131  0.0099
H: -0.334 0.370 1.838  0.0595
H: -1.491 1.598 2.385  0.1220
C: -1.969 -1.760 0.866  0.0061
H: -2.829 -2.178 1.418  0.1178
H: -1.177 -1.576 1.597  0.0627
H: -1.617 -2.535 0.171  0.0821
C: -4.009 -1.607 -1.540  -0.0147
H: -4.537 -1.317 -2.452  0.0832
H: -4.747 -2.037 -0.851  0.1108
H: -3.298 -2.407 -1.789  0.0857
C: -4.541 1.527 -2.177  -0.0125
H: -5.331 2.024 -1.598  0.1081
H: -5.001 0.727 -2.771  0.0854
H: -4.097 2.272 -2.851  0.0933
C: 0.397 1.084 -2.254  -0.3501
C: -0.588 2.016 -2.873  -0.3385
C: -0.662 2.092 -4.387  -0.1655
C: -1.531 0.951 -4.960  -0.1588
C: -2.038 0.040 -3.859  -0.3218
C: -1.154 -1.004 -3.288  -0.3273
C: 0.306 -1.069 -3.680  -0.1730
C: 1.166 0.101 -3.115  -0.1794
H: 0.349 2.067 -4.823  0.1150
H: -0.974 0.377 -5.716  0.1206
H: -1.083 3.062 -4.702  0.1222
H: 1.669 0.636 -3.938  0.1203
H: 0.980 1.537 -1.442  0.0670
H: -0.654 2.991 -2.386  0.1084
H: 1.975 -0.339 -2.505  0.0997
H: 0.718 -2.013 -3.292  0.0866
H: -1.621 -1.980 -3.164  0.1154
H: 0.420 -1.134 -4.772  0.1260
H: -2.377 1.391 -5.513  0.1227
H: -3.069 -0.274 -4.015  0.1196
P: 2.026 2.463 1.007  1.0260
C: 2.078 3.184 2.697  -0.2081
H: 3.092 3.536 2.927  0.0835
H: 1.761 2.420 3.416  0.0176
H: 1.375 4.026 2.741  0.0698
C: 3.421 1.294 1.196  -0.2082
H: 4.329 1.840 1.491  0.0824
H: 3.586 0.803 0.228  0.0579
H: 3.152 0.535 1.949  0.0339
C: 2.836 3.818 0.077  -0.2176
H: 2.947 3.510 -0.970  0.0561
H: 3.818 4.042 0.511  0.0780
H: 2.194 4.707 0.117  0.0641
P: 1.622 -3.184 -0.498  0.7804
C: 0.681 -4.764 -0.643  -0.3011
H: 1.344 -5.621 -0.825  0.0456
H: 0.030 -4.644 -1.521  0.0204
H: 0.059 -4.940 0.247  0.0376
C: 3.263 -3.841 -1.000  -0.3210
H: 3.244 -4.025 -2.081  0.0396
H: 3.469 -4.775 -0.463  0.0495
H: 4.029 -3.091 -0.770  0.0340
C: 1.934 -3.096 1.316  -0.3203
H: 2.953 -3.438 1.554  0.0495
H: 1.209 -3.713 1.865  0.0364
H: 1.832 -2.055 1.644  -0.0125
C: 2.577 -0.299 5.217  0.0595
C: 1.280 -0.517 4.443  -0.4243
O: 1.351 -0.258 3.158  0.1164
C: 0.863 -2.049 4.692  -0.4679
F: 0.628 -2.335 6.010  0.1569
F: -0.236 -2.435 3.992  0.1422
F: 1.894 -2.865 4.305  0.1295
C: 0.186 0.394 5.176  -0.4670
F: 0.235 0.273 6.541  0.1500
F: 0.428 1.716 4.910  0.1113
F: -1.092 0.149 4.789  0.1552
H: 3.380 -0.845 4.711  0.1147
H: 2.497 -0.624 6.259  0.1271
H: 2.833 0.766 5.175  0.1073

Kohn-Sham gap (spin up / spin down) in eV: 6.43 / 3.35
Total charge: +2
⟨S²⟩: 2.008
Spin multiplicity: 3
Calculated total energy in eV: -68549.777

=====

3.
DFT (wB97M-V/def2-TZVPD) results for a 4-piece molecular cluster, C28H48N6O5S2 overall in a non-equilibrium geometry.

Last column: Löwdin charge in e.
Cartesian coordinates (Å):
O: 4.202 0.475 3.575  0.0727
N: 3.058 0.267 3.282  -0.0135
O: 2.932 -0.170 1.993  -0.1403
C: 3.574 0.746 1.054  -0.1159
C: 4.925 0.234 0.435  0.0887
C: 5.662 1.168 -0.583  -0.2487
N: 6.875 1.002 -1.346  -0.2750
S: 7.116 2.419 -2.310  0.9137
N: 5.782 3.379 -1.847  -0.2817
C: 5.041 2.584 -0.900  -0.2185
C: 3.688 3.142 -0.281  -0.0519
C: 3.187 4.605 -0.687  -0.1881
C: 2.797 5.538 0.595  -0.2396
C: 3.114 7.076 0.131  -0.5462
S: 2.182 7.575 -1.402  0.6287
C: 2.950 2.175 0.694  -0.0394
C: 1.541 2.591 1.357  -0.1204
C: 0.405 2.856 0.229  -0.1444
C: 0.630 2.548 -1.303  -0.0324
C: -0.484 2.783 -2.387  -0.0636
C: -1.898 3.387 -2.031  -0.0638
C: -2.127 3.709 -0.507  -0.0719
C: -1.022 3.440 0.582  -0.0347
H: 5.366 -0.788 0.695  0.1195
H: 4.077 5.154 -1.194  0.1033
H: 2.340 4.621 -1.458  0.0898
H: 3.459 5.248 1.482  0.1165
H: 1.689 5.417 0.870  0.0987
H: 4.243 7.125 -0.085  0.0764
H: 2.840 7.775 1.013  0.0902
H: 2.324 6.608 -2.396  -0.1310
H: 1.178 1.660 1.949  0.1038
H: 1.622 3.438 2.119  0.1149
H: 1.627 2.133 -1.696  0.0919
H: -0.315 2.522 -3.495  0.0836
H: -2.677 3.560 -2.847  0.0848
H: -3.116 4.147 -0.149  0.0783
H: -1.214 3.652 1.689  0.0884
C: 0.704 -2.883 2.354  -0.0614
C: -0.103 -1.587 2.370  -0.4217
C: -1.215 -1.554 3.439  -0.1932
O: -2.359 -2.343 3.128  -0.2015
C: -2.193 -3.734 3.346  -0.1025
N: -0.642 -1.346 1.025  0.0641
H: 0.182 -3.700 1.855  0.0685
H: 1.644 -2.736 1.813  0.0590
H: 0.953 -3.204 3.369  0.0817
H: 0.596 -0.778 2.606  0.1022
H: -1.581 -0.523 3.513  0.1212
H: -0.827 -1.814 4.432  0.1204
H: -1.572 -3.944 4.222  0.0916
H: -1.772 -4.203 2.455  0.0757
H: -3.179 -4.174 3.507  0.0791
H: -1.080 -0.426 1.010  0.0767
H: -1.424 -1.990 0.888  0.0747
C: 0.592 -2.880 -3.652  -0.0744
C: 1.484 -1.727 -4.106  -0.4264
C: 2.740 -1.524 -3.232  -0.2014
O: 2.491 -0.922 -1.967  -0.2063
C: 1.957 -1.803 -0.990  -0.1068
N: 0.675 -0.502 -4.179  0.0383
H: -0.030 -2.621 -2.794  0.0641
H: -0.091 -3.169 -4.457  0.0755
H: 1.187 -3.759 -3.390  0.0772
H: 1.830 -1.969 -5.117  0.1330
H: 3.408 -0.832 -3.759  0.1195
H: 3.301 -2.459 -3.109  0.1184
H: 2.370 -2.814 -1.075  0.0957
H: 0.870 -1.824 -1.063  0.0585
H: 2.205 -1.409 -0.003  0.0506
H: 1.242 0.238 -4.591  0.0673
H: 0.518 -0.183 -3.221  0.0570
C: -7.526 -3.352 0.640  -0.0769
C: -6.445 -2.518 1.323  -0.4262
C: -5.217 -2.232 0.432  -0.1973
O: -4.341 -3.343 0.252  -0.2026
C: -4.798 -4.305 -0.684  -0.1065
N: -6.059 -3.176 2.577  0.0419
H: -7.284 -4.415 0.611  0.0622
H: -8.472 -3.263 1.183  0.0764
H: -7.698 -3.012 -0.385  0.0772
H: -6.896 -1.551 1.570  0.1346
H: -4.614 -1.462 0.926  0.1187
H: -5.512 -1.816 -0.540  0.1191
H: -5.323 -3.844 -1.526  0.0917
H: -5.436 -5.037 -0.188  0.0726
H: -3.929 -4.842 -1.070  0.0872
H: -5.425 -2.561 3.085  0.0674
H: -5.476 -3.977 2.333  0.0627

Kohn-Sham gap in eV: 7.21
Calculated total energy in eV: -70648.281